1.
{
  "formula": "C47H54NO4PPb",
  "method": "ωB97M-V/def2-TZVPD",
  "homo_ev": [-6.794, -6.790],
  "orbital_gap_ev": [4.909, 4.902],
  "elements": ["Pb", "C", "C", "C", "C", "C", "C", "C", "N", "C", "C", "C", "C", "C", "C", "O", "C", "C", "C", "C", "C", "C", "C", "C", "C", "O", "C", "C", "C", "C", "C", "C", "H", "H", "H", "H", "H", "H", "H", "H", "H", "H", "H", "H", "H", "H", "H", "H", "H", "H", "H", "H", "H", "H", "H", "H", "H", "H", "H", "H", "H", "H", "H", "H", "H", "H", "H", "H", "H", "H", "H", "H", "O", "C", "O", "C", "C", "C", "C", "C", "C", "P", "C", "C", "C", "C", "C", "C", "C", "C", "C", "C", "C", "C", "H", "H", "H", "H", "H", "H", "H", "H", "H", "H", "H", "H", "H", "H"],
  "positions_angstrom": [[1.89860, 0.05486, 0.39502], [-2.12570, -4.09887, -4.56778], [-2.87082, -3.11394, -3.64810], [-4.14517, -3.77510, -3.10526], [-3.26904, -1.89503, -4.48178], [-1.92788, -2.73922, -2.51107], [-1.50942, -1.46715, -2.28104], [-0.52141, -1.18889, -1.29823], [-0.01642, 0.00915, -1.01430], [-0.23831, 1.19683, -1.59921], [-0.70289, 1.40308, -2.91989], [-0.87567, 2.65588, -3.42592], [-0.66485, 3.76256, -2.55605], [-0.14875, 3.65781, -1.29304], [0.19463, 2.34095, -0.80656], [0.82589, 2.15894, 0.27801], [0.08713, 4.89279, -0.42268], [-0.42131, 6.16403, -1.10667], [-0.68250, 4.71847, 0.89938], [1.58413, 5.10487, -0.12947], [-1.21853, 2.83986, -4.90443], [-2.50119, 2.07290, -5.25672], [-0.04734, 2.29085, -5.73883], [-1.42242, 4.30949, -5.28231], [0.02512, -2.28206, -0.49809], [1.02826, -2.07065, 0.24590], [-0.56685, -3.58780, -0.62566], [-1.45202, -3.77166, -1.65069], [-0.23529, -4.78625, 0.28205], [0.65073, -5.76414, -0.50422], [-1.54853, -5.48329, 0.67794], [0.47674, -4.43684, 1.59833], [-2.74168, -4.35893, -5.43106], [-1.87485, -5.02290, -4.04582], [-1.19824, -3.64835, -4.92623], [-4.81773, -4.02188, -3.92914], [-4.66642, -3.10185, -2.42277], [-3.92516, -4.69911, -2.56883], [-3.90789, -2.20930, -5.30820], [-2.38775, -1.40870, -4.90623], [-3.82335, -1.16669, -3.88628], [-1.96245, -0.64381, -2.80996], [-0.85190, 0.54098, -3.55470], [-0.90043, 4.74775, -2.92952], [-1.48689, 6.09552, -1.33730], [0.13182, 6.36870, -2.02606], [-0.27986, 7.01020, -0.43341], [-1.75494, 4.64242, 0.70751], [-0.50872, 5.57962, 1.54935], [-0.35606, 3.81992, 1.42123], [2.14774, 5.20192, -1.06114], [1.99333, 4.28114, 0.44308], [1.71989, 6.02293, 0.44786], [-2.37159, 0.99465, -5.14745], [-2.78157, 2.27268, -6.29323], [-3.32656, 2.38398, -4.61380], [0.12169, 1.23444, -5.53020], [0.86925, 2.83421, -5.50095], [-0.24758, 2.40282, -6.80721], [-2.24354, 4.75819, -4.71977], [-1.67015, 4.37647, -6.34257], [-0.51576, 4.89431, -5.11674], [-1.85948, -4.76320, -1.79776], [0.14679, -6.11157, -1.40872], [0.89421, -6.63482, 0.10884], [1.58354, -5.27751, -0.79577], [-2.09443, -5.87137, -0.18240], [-2.19642, -4.78413, 1.20954], [-1.33120, -6.32369, 1.33902], [1.48910, -4.08060, 1.44093], [0.52257, -5.33557, 2.21875], [-0.07121, -3.67076, 2.15046], [-2.33485, -0.04398, 2.78646], [-1.19736, 0.06193, 3.18167], [-0.15401, 0.38475, 2.43418], [-0.74408, -0.16788, 4.58873], [-1.57161, -0.18100, 5.70076], [-0.99230, -0.25213, 6.95763], [0.39091, -0.31864, 7.09298], [1.21315, -0.33558, 5.97701], [0.63477, -0.27093, 4.71527], [1.55817, -0.03255, 3.14492], [2.20930, 1.64549, 3.44187], [1.32793, 2.71838, 3.55218], [1.81361, 4.00147, 3.73932], [3.17999, 4.23622, 3.80364], [4.06119, 3.17066, 3.70186], [3.58076, 1.88043, 3.53127], [2.94940, -1.28410, 3.40861], [4.07564, -1.29186, 2.57303], [4.86346, -2.42272, 2.43732], [4.53841, -3.58986, 3.11564], [3.43551, -3.59904, 3.95436], [2.64999, -2.46353, 4.09418], [-2.64411, -0.10730, 5.57726], [-1.61771, -0.23900, 7.84100], [0.83182, -0.34576, 8.08175], [2.29054, -0.39126, 6.07969], [0.26093, 2.55018, 3.48499], [1.12082, 4.82960, 3.82300], [3.55505, 5.24339, 3.93107], [5.12882, 3.34319, 3.75843], [4.27631, 1.05313, 3.49920], [4.36694, -0.39734, 2.03498], [5.72787, -2.40090, 1.78502], [5.13222, -4.48450, 2.98124], [3.17092, -4.50197, 4.49089], [1.78664, -2.49754, 4.74664]],
  "mulliken_charge": [1.26, -1.75, 2.15, -1.74, -2.11, -1.44, -0.18, -0.35, -0.27, -1.07, -0.74, -1.43, 0.19, -0.75, 1.37, -0.40, 2.38, -2.42, -1.22, -1.49, 2.09, -1.43, -1.66, -2.32, 1.41, -0.96, -0.46, -0.14, 2.43, -1.73, -1.84, -2.18, 0.48, 0.35, 0.36, 0.45, 0.37, 0.35, 0.54, 0.32, 0.38, 1.37, 1.63, 0.63, 0.43, 0.43, 0.43, 0.30, 0.46, -0.07, 0.31, 0.15, 0.45, 0.16, 0.51, 0.33, 0.30, 0.37, 0.45, 0.40, 0.45, 0.45, 0.35, 0.31, 0.45, 0.33, 0.42, 0.40, 0.47, 0.34, 0.52, 0.36, -0.73, 0.36, -0.19, -0.24, -0.71, -0.56, -0.73, 0.03, 0.05, 1.21, 0.87, -0.55, -0.61, -0.70, -0.81, -0.58, 1.45, -0.50, -1.10, -0.51, -0.81, -0.98, 0.52, 0.40, 0.42, 0.49, 0.18, 0.43, 0.41, 0.46, 0.42, 0.41, 0.41, 0.39, 0.40, 0.28]
}

***

2.
{
  "formula": "C47H55BrMoN8O9SSi",
  "method": "ωB97M-V/def2-TZVPD",
  "multiplicity": 3,
  "homo_ev": [-7.671, -7.794],
  "orbital_gap_ev": [7.411, 7.430],
  "elements": ["Mo", "O", "C", "C", "C", "C", "C", "C", "C", "O", "N", "N", "C", "C", "Br", "C", "C", "C", "C", "C", "C", "C", "H", "H", "H", "H", "H", "H", "H", "H", "H", "H", "H", "H", "H", "H", "C", "Si", "C", "C", "C", "C", "C", "C", "N", "C", "S", "H", "H", "H", "H", "H", "H", "H", "H", "H", "H", "H", "H", "C", "C", "C", "C", "C", "C", "O", "N", "C", "O", "N", "C", "O", "H", "H", "H", "H", "H", "H", "H", "H", "H", "H", "H", "O", "C", "O", "C", "C", "C", "C", "O", "C", "O", "C", "C", "H", "H", "H", "H", "H", "C", "C", "N", "C", "N", "C", "C", "C", "N", "C", "H", "H", "H", "H", "H", "H", "H", "H", "H", "H", "H", "H", "H"],
  "positions_angstrom": [[0.32350, 0.24090, 0.26990], [-0.94410, 3.80890, -2.30540], [0.12320, 3.68680, -3.12020], [0.50750, 4.78810, -3.88620], [1.62550, 4.72450, -4.69220], [2.37240, 3.55900, -4.76090], [1.98740, 2.45920, -4.01810], [0.86760, 2.50290, -3.19750], [0.54690, 1.31840, -2.30720], [0.04140, 1.69180, -1.09380], [-0.46800, 0.41570, -2.86310], [-0.67040, -0.62030, -2.02330], [-1.20180, -1.69510, -2.49330], [-1.60350, -2.86240, -1.77600], [-1.62900, -2.82670, 0.14020], [-2.05090, -3.99290, -2.36550], [-1.91520, -4.30600, -3.77730], [-2.95950, -4.88700, -4.49700], [-2.78910, -5.21460, -5.82780], [-1.57000, -4.99940, -6.45010], [-0.51810, -4.44920, -5.73570], [-0.69040, -4.09460, -4.41260], [-0.93630, 3.02880, -1.70910], [-0.07980, 5.69010, -3.81200], [1.92500, 5.59360, -5.25920], [3.25580, 3.51180, -5.38100], [2.56190, 1.54430, -4.05950], [1.48090, 0.71880, -2.18240], [-0.35720, 0.17780, -3.85100], [-1.43230, -1.73300, -3.56410], [-2.48960, -4.76070, -1.74410], [-3.91080, -5.05390, -4.01500], [-3.60280, -5.65170, -6.38730], [-1.43570, -5.26580, -7.48770], [0.44390, -4.30890, -6.20620], [0.12790, -3.68350, -3.84080], [-3.53420, 5.64990, 1.07000], [-2.85360, 4.32600, 2.27200], [-4.06170, 4.04500, 3.72720], [-1.19320, 4.93330, 2.97390], [-2.84860, 2.70410, 1.27940], [-4.00010, 2.27480, 0.62980], [-3.99480, 1.09820, -0.10940], [-2.83830, 0.35050, -0.16300], [-1.71860, 0.72170, 0.45830], [-1.72840, 1.88610, 1.14580], [-0.15800, 2.25030, 1.75730], [-3.52610, 6.62660, 1.54370], [-4.55810, 5.44030, 0.77440], [-2.93910, 5.71500, 0.16260], [-4.13050, 4.93470, 4.34530], [-3.73120, 3.22760, 4.36200], [-5.06390, 3.80700, 3.38350], [-1.32060, 5.88160, 3.48800], [-0.45450, 5.07430, 2.19250], [-0.77710, 4.22270, 3.67940], [-4.90100, 2.86640, 0.68810], [-4.86830, 0.76270, -0.64650], [-2.81450, -0.56590, -0.72630], [-0.57110, -4.00780, 3.73430], [-1.19170, -2.86920, 4.53470], [-0.39070, -1.55690, 4.42390], [-1.03120, -0.49240, 5.35460], [-0.41190, 0.89610, 5.23780], [1.02460, -1.76370, 4.90400], [1.33720, -2.41680, 5.87090], [1.96210, -1.07700, 4.18410], [1.76440, -0.35920, 3.00350], [2.67770, 0.32090, 2.58490], [0.57290, -0.48200, 2.38190], [-0.50830, -1.01210, 3.00330], [-1.59680, -0.98660, 2.45750], [-1.16630, -4.91010, 3.85340], [0.44040, -4.21620, 4.07740], [-0.54710, -3.75960, 2.67620], [-1.24370, -3.15280, 5.58700], [-2.19940, -2.67620, 4.16300], [-0.93810, -0.85050, 6.38240], [-2.09200, -0.43560, 5.10160], [0.64400, 0.88870, 5.50200], [-0.92390, 1.57960, 5.91180], [-0.50840, 1.28950, 4.22730], [2.91010, -1.08320, 4.54190], [1.66900, -1.92280, -1.94770], [1.60380, -2.24200, -0.75730], [1.01100, -1.48360, 0.11330], [2.21340, -3.48820, -0.23010], [2.14070, -3.79480, 1.12690], [2.73260, -4.93810, 1.64690], [3.40210, -5.75340, 0.76300], [4.08380, -6.91240, 1.00980], [4.63770, -7.30850, -0.22800], [4.21640, -6.41710, -1.23610], [3.48070, -5.45040, -0.60030], [2.89170, -4.33210, -1.12420], [1.60970, -3.11780, 1.78060], [2.68110, -5.17670, 2.69460], [4.30760, -8.32970, -0.47420], [5.73960, -7.29250, -0.15800], [2.94210, -4.07810, -2.16900], [3.66550, 4.81910, 0.46030], [2.24610, 4.56600, -0.01740], [2.03380, 3.14830, -0.15170], [2.95220, 2.16860, -0.13240], [2.54620, 0.91470, -0.07210], [3.58460, -0.09760, -0.17890], [4.90710, 0.35350, 0.42450], [5.34150, 1.61870, -0.28410], [4.25100, 2.56320, -0.24140], [4.57680, 3.96460, -0.41210], [3.76450, 4.51760, 1.50390], [3.92600, 5.87290, 0.37920], [2.07510, 5.05680, -0.98670], [1.50940, 4.95490, 0.69250], [1.07010, 2.83580, -0.15660], [3.72340, -0.36050, -1.23810], [3.26060, -0.98910, 0.35620], [5.66160, -0.42630, 0.32000], [4.73470, 0.56480, 1.47890], [5.62170, 1.40890, -1.32680], [6.20740, 2.06760, 0.21220], [4.46650, 4.25830, -1.46600], [5.62410, 4.10910, -0.13540]],
  "mulliken_charge": [-1.91, -0.83, 0.05, -0.57, -0.48, -0.93, -0.31, -0.44, 1.14, 0.68, -0.55, 1.18, -1.11, 0.67, -0.10, -1.09, 0.42, -0.55, -0.56, -0.41, -0.80, -0.13, 0.17, 0.46, 0.41, 0.42, 0.47, -0.70, 0.51, 0.68, 0.49, 0.47, 0.39, 0.38, 0.42, 0.59, -1.17, 0.25, -1.19, -0.64, 0.56, -0.06, -2.11, -0.50, 0.81, 0.75, -0.36, 0.37, 0.34, 0.33, 0.35, 0.34, 0.34, 0.47, -0.10, 0.27, 0.40, 0.48, 0.27, -0.95, -1.53, 2.63, -1.46, -0.80, -0.34, -0.68, 0.30, -1.37, -0.69, 3.40, -1.19, -0.67, 0.56, 0.22, -0.02, 0.45, 0.49, 0.47, 0.44, 0.26, 0.58, -0.04, 0.32, -0.87, 0.14, 1.51, -0.61, 0.60, -1.46, 0.82, -0.50, -0.29, -0.51, 0.57, -1.15, 0.10, 0.55, 0.24, 0.25, 0.58, -0.84, -0.28, 1.23, -0.92, 2.06, -1.62, -0.83, -0.72, 0.36, -0.79, 0.28, 0.48, 0.33, -0.13, -0.63, 0.67, 0.11, 0.51, 0.23, 0.23, 0.51, 0.24, 0.43]
}